A 2-piece molecular cluster, C2H3ClO2S overall, computed with ωB97M-V with the def2-TZVPD basis set.

Values from the calculation:
* HOMO: -9.41 eV
* orbital gap: 9.03 eV

CARTESIAN COORDINATES (ANGSTROEM)
1 C 0.756 0.928 0.003
2 C 0.661 -0.195 -0.882
3 O -0.311 -1.432 1.341
4 O 0.731 -0.483 -2.006
5 S 0.947 -0.818 0.823
6 Cl -2.528 -0.480 -0.367
7 H 1.787 1.303 0.072
8 H 0.060 1.772 0.185
9 H -2.103 -0.594 0.832



A 2-piece molecular cluster, C2H3ClO2S overall, computed with ωB97M-V with the def2-TZVPD basis set.

Values from the calculation:
* HOMO: -9.10 eV
* orbital gap: 9.22 eV
* structure (SMILES): C=C=O.OSCl

CARTESIAN COORDINATES (ANGSTROEM)
1 C 1.067 -1.563 -0.377
2 C 0.224 -1.485 0.597
3 O 1.694 -1.384 -1.334
4 O 0.052 2.686 -1.579
5 S 0.790 1.628 -2.577
6 Cl -0.775 0.668 -3.511
7 H -0.329 -0.479 0.711
8 H 0.029 -2.287 1.227
9 H -0.516 3.246 -2.123



C2H3ClO2S as an isolated structure, computed with ωB97M-V with the def2-TZVPD basis set.

Values from the calculation:
* HOMO: -10.60 eV
* orbital gap: 8.89 eV

CARTESIAN COORDINATES (ANGSTROEM)
1 C 1.601 0.277 -0.131
2 C 0.628 0.492 0.696
3 O -0.863 -1.057 -1.327
4 O -2.294 0.741 -0.373
5 S -1.352 -0.357 -0.177
6 Cl -2.458 -1.784 0.925
7 H 2.662 0.742 -0.115
8 H 1.639 -0.212 -1.055
9 H 0.437 1.159 1.557



C2H3CsO2 as an isolated structure, computed with ωB97M-V with the def2-TZVPD basis set.

Values from the calculation:
* HOMO (alpha / beta): -10.78 / -13.55 eV
* ⟨S²⟩: 0.753
* charge: +1
* orbital gap (alpha / beta): 7.06 / 9.84 eV
* 2S+1: 2

CARTESIAN COORDINATES (ANGSTROEM)
1 H -0.947 0.542 -1.465
2 O -1.295 -0.448 0.323
3 C -0.567 -0.187 -0.747
4 C 0.817 -0.471 -0.647
5 O 1.551 0.157 0.146
6 H -2.203 -0.127 0.258
7 H 1.152 -1.414 -1.110
8 Cs 1.492 1.948 3.242



What are the energy above the lowest of the compared OMol25 structures with the same formula, charge and spin values for these records? In order: 213.6; 145.8; 277.8; 124.5 kJ/mol.